[1]
ORCA calculation (the ωB97M-V functional and the def2-TZVPD basis) on a 6-piece molecular cluster, C35H71IN4O20PSSi overall at a distorted geometry.

The calculation puts the total energy at -4426.65054 a.u. The value obtained for the HOMO-LUMO gap is 7.88 eV. The value obtained for the largest force on an atom is 5.1 eV/A.

The geometry in ORCA input format:
```
! RIJCOSX wB97M-V def2-TZVPD def2/J DEFGRID3
* xyz 1 1
C 1.31175 -4.74493 1.34761
C 1.88093 -5.05732 -0.05997
C 1.19155 -4.33593 -1.21991
I -0.95208 -4.63415 -1.04100
C 1.38884 -2.82186 -1.18800
O 0.72283 -2.18855 -2.22542
C 0.73821 -0.79090 -1.97249
Si -0.46669 0.23829 -3.06690
C -0.93429 -0.58309 -4.68711
C 0.33226 1.93005 -3.33633
C -2.00702 0.56062 -2.00326
N 2.15259 -0.32114 -2.12592
C 2.91230 -0.96968 -1.15654
N 3.61969 -0.28512 -0.35512
C 4.34982 -0.94628 0.71141
C 3.59294 -0.75035 2.04633
N 2.39457 -1.01430 2.22304
C 3.62174 1.19092 -0.54756
C 4.54514 1.97357 0.40618
O 3.90841 3.25693 0.61696
C 3.06681 3.10534 1.69957
C 3.59643 3.40136 3.09207
O 1.99039 2.72942 1.56940
N 2.82928 -2.40481 -1.08120
P 3.84555 -2.98293 -2.37085
O 4.60979 -4.27667 -1.80774
O 2.99329 -3.41618 -3.63916
S 5.15798 -1.65494 -2.88814
H 2.11687 -4.91395 2.06116
H 0.50713 -5.41762 1.61954
H 1.01324 -3.70096 1.42667
H 1.72821 -6.12160 -0.22909
H 2.95414 -4.88279 -0.02484
H 1.45163 -4.75245 -2.18522
H 0.91210 -2.50138 -0.25244
H 0.48052 -0.59660 -0.91907
H -1.92835 -1.02655 -4.65179
H -0.96982 0.14999 -5.49423
H -0.25231 -1.36793 -5.02146
H 1.16323 1.89647 -4.04024
H -0.41789 2.58689 -3.77777
H 0.63650 2.35574 -2.38146
H -2.92260 0.42228 -2.57090
H -1.91797 1.55555 -1.57011
H -2.01781 -0.14422 -1.16694
H 2.47237 -0.62640 -3.04550
H 5.31698 -0.47196 0.85852
H 4.54517 -1.99178 0.52217
H 4.14356 -0.32028 2.87949
H 2.00281 -1.37960 1.34522
H 3.99221 1.35263 -1.55762
H 2.62208 1.59807 -0.54157
H 5.49281 2.16404 -0.08177
H 4.67241 1.52020 1.39145
H 4.65181 3.66550 3.02224
H 3.55040 2.47672 3.66112
H 2.99983 4.17034 3.56140
H 5.06975 -3.98625 -1.00491
H 3.40578 -4.20249 -4.04347
C 10.47867 5.35731 -0.91325
C 11.25487 4.26681 -1.62014
O 10.98239 2.97673 -1.04320
C 9.85177 2.39686 -1.43316
O 9.05126 2.83603 -2.21732
O 9.74489 1.22813 -0.78266
C 8.54341 0.52034 -1.06298
H 10.66441 5.32312 0.16126
H 10.76721 6.33757 -1.29131
H 9.40559 5.23352 -1.06150
H 12.32339 4.43328 -1.49327
H 11.05012 4.25720 -2.69005
H 8.39840 0.39497 -2.13439
H 7.69140 1.04310 -0.62302
H 8.62916 -0.46221 -0.60441
C -6.78071 -0.40253 3.72273
C -6.78410 -0.54031 2.21521
O -5.45370 -0.42959 1.68077
C -4.70819 -1.52891 1.76201
O -5.04313 -2.59004 2.21877
O -3.50098 -1.24798 1.24954
C -2.57214 -2.32633 1.32817
H -6.27556 0.51736 4.02068
H -7.80019 -0.38796 4.10734
H -6.24794 -1.23060 4.19046
H -7.35772 0.27179 1.77379
H -7.24912 -1.47441 1.90006
H -2.98656 -3.23593 0.89982
H -2.27786 -2.49488 2.36447
H -1.69325 -2.03907 0.75483
C -13.21487 2.07235 -1.29124
C -12.60183 1.97149 0.08959
O -11.56282 0.97889 0.11563
C -10.38347 1.36742 -0.36514
O -10.11198 2.45672 -0.79871
O -9.54555 0.32437 -0.29583
C -8.25152 0.57963 -0.84019
H -13.54683 1.09121 -1.63374
H -14.06657 2.75224 -1.28307
H -12.48796 2.43907 -2.01628
H -13.35964 1.64510 0.80096
H -12.22773 2.93594 0.43210
H -7.81055 1.47549 -0.40607
H -8.31077 0.67387 -1.92401
H -7.62133 -0.27218 -0.59660
C -18.51685 0.62244 4.80073
C -18.52058 0.47570 3.29359
O -17.19491 0.59164 2.75608
C -16.44234 -0.50600 2.84371
O -16.77566 -1.56310 3.31233
O -15.23999 -0.22317 2.33024
C -14.30185 -1.29711 2.41916
H -18.01876 1.54806 5.09289
H -19.53619 0.63161 5.18681
H -17.97755 -0.19904 5.27229
H -19.09878 1.28187 2.84473
H -18.97703 -0.46422 2.98411
H -14.70849 -2.21518 2.00009
H -14.00862 -1.45016 3.45721
H -13.42261 -1.01204 1.84560
C 13.35888 0.89814 0.77654
C 13.35992 0.83852 -0.73620
O 14.68218 1.03558 -1.25846
C 15.47598 -0.03720 -1.23114
O 15.17657 -1.13242 -0.82839
O 16.66602 0.31769 -1.72042
C 17.64597 -0.72262 -1.69608
H 13.82234 1.82351 1.12229
H 12.33921 0.84691 1.15980
H 13.92967 0.07208 1.20144
H 12.74959 1.64530 -1.13193
H 12.93756 -0.09889 -1.09973
H 17.27281 -1.62563 -2.17470
H 17.94390 -0.93274 -0.66964
H 18.50945 -0.36146 -2.24811
*
```

[2]
ORCA calculation (the ωB97M-V functional and the def2-TZVPD basis) on a 8-piece molecular cluster, C35H71N8O8 overall at a distorted geometry.

Its energy above the lowest of the compared OMol25 structures with the same formula, charge and spin is 0.0 kcal per mole. The calculation puts the total energy at -2415.96431 a.u. The value obtained for the HOMO-LUMO gap is 7.30 eV. The value obtained for the largest force on an atom is 1.8 eV/A.

The geometry in ORCA input format:
```
! RIJCOSX wB97M-V def2-TZVPD def2/J DEFGRID3
* xyz 1 1
O 7.60205 0.03295 -3.31594
C 8.18796 -0.35536 -2.08448
C 7.52050 -1.63051 -1.56728
C 7.17686 -2.60648 -2.67935
N 8.48102 -3.28143 -3.06709
C 8.13880 -4.43696 -3.96404
C 6.78515 -4.88526 -3.37935
C 6.29004 -3.80071 -2.34372
C 4.80150 -3.62374 -2.62251
C 4.02206 -2.81459 -1.56047
C 3.37869 -1.56482 -2.11015
C 3.98140 -0.30714 -2.00705
C 3.32805 0.82855 -2.48879
C 2.06823 0.72691 -3.06739
C 1.46859 -0.52236 -3.20911
C 2.12868 -1.65197 -2.72434
H 8.22555 0.56200 -3.81807
H 8.05153 0.42634 -1.33947
H 9.26326 -0.50786 -2.20163
H 6.65737 -1.40814 -0.95159
H 8.25326 -2.11202 -0.92054
H 6.78133 -2.15770 -3.58414
H 9.13316 -2.62712 -3.49660
H 8.92186 -3.69949 -2.24913
H 8.89560 -5.20596 -3.90432
H 7.98575 -4.02720 -4.95152
H 6.71731 -5.90517 -3.02472
H 6.09859 -4.82077 -4.21894
H 6.47159 -4.20673 -1.35124
H 4.39674 -4.63265 -2.61926
H 4.65684 -3.22712 -3.62487
H 3.23371 -3.44149 -1.15853
H 4.67763 -2.53625 -0.73918
H 4.94769 -0.21889 -1.53141
H 3.80083 1.79197 -2.38180
H 1.55865 1.61631 -3.40109
H 0.50296 -0.64569 -3.67061
H 1.64540 -2.61654 -2.80675
C 1.38275 -2.24344 1.09209
O 1.95409 -3.05043 1.80474
N 0.05353 -2.08109 1.00204
C -0.49792 -1.10020 0.08979
C -0.82985 -2.92054 1.80825
H 1.93913 -1.55604 0.42598
H -1.06887 -0.33730 0.62185
H -1.14681 -1.58830 -0.64180
H 0.33277 -0.62879 -0.43307
H -0.61784 -2.78178 2.86856
H -0.64706 -3.96552 1.55917
H -1.87272 -2.68870 1.60843
C -4.38220 -2.67361 0.95339
O -3.79664 -3.48887 1.65332
N -5.70777 -2.61474 0.79699
C -6.35767 -1.59767 -0.02108
C -6.52937 -3.61228 1.45834
H -3.84359 -1.91245 0.35947
H -7.06159 -1.03338 0.59089
H -6.89997 -2.06170 -0.84646
H -5.60953 -0.91239 -0.41413
H -6.38426 -3.56972 2.53851
H -6.25538 -4.61344 1.12282
H -7.57243 -3.42036 1.22046
C 7.19763 1.59012 1.41964
O 8.36395 1.43011 1.72847
N 6.63503 2.76792 1.10779
C 5.23890 2.88423 0.73128
C 7.46129 3.96474 1.15573
H 6.48790 0.74398 1.35813
H 5.14741 3.30013 -0.27414
H 4.70877 3.53624 1.42340
H 4.76808 1.90294 0.74949
H 8.30216 3.87305 0.46795
H 7.86241 4.10734 2.15872
H 6.85895 4.82588 0.87973
C -9.90947 -2.86800 -2.05064
O -8.85831 -2.44114 -1.60318
N -10.20476 -4.17089 -2.17989
C -11.47160 -4.62651 -2.71899
C -9.21541 -5.15181 -1.76384
H -10.71701 -2.20072 -2.39186
H -12.00303 -5.23222 -1.98306
H -11.30992 -5.22661 -3.61601
H -12.08950 -3.76998 -2.97831
H -8.98214 -5.02951 -0.70588
H -8.29267 -5.02237 -2.32989
H -9.60770 -6.15064 -1.93391
C -6.27875 1.64279 1.82667
O -5.93810 1.79422 0.66728
N -5.46117 1.68629 2.89082
C -5.96184 1.49023 4.23648
C -4.04114 1.94623 2.70296
H -7.32989 1.45339 2.10691
H -5.76937 2.37457 4.84814
H -5.47625 0.63066 4.70317
H -7.03489 1.31254 4.21041
H -3.89225 2.89961 2.21196
H -3.59060 1.17711 2.07651
H -3.55433 1.95355 3.67533
C -2.47561 4.26973 0.15198
O -2.06065 3.51602 1.01939
N -1.78930 5.31382 -0.33483
C -2.31877 6.16572 -1.37919
C -0.47686 5.59949 0.23399
H -3.47523 4.14785 -0.29881
H -1.66322 6.15185 -2.25241
H -2.40509 7.19442 -1.02441
H -3.30451 5.81422 -1.67688
H 0.18471 4.74392 0.09422
H -0.57979 5.78184 1.30429
H -0.05405 6.47549 -0.25188
C -0.34145 6.51755 4.44563
O -0.03434 6.48992 3.26483
N -1.26049 5.71492 5.00024
C -1.59437 5.77680 6.40950
C -1.94191 4.75237 4.14513
H 0.12096 7.21688 5.16164
H -1.39247 4.81826 6.89070
H -2.65051 6.01890 6.54012
H -0.99747 6.54493 6.89626
H -1.22635 4.07282 3.68339
H -2.47277 5.26525 3.34357
H -2.64991 4.18530 4.74402
*
```